Density functional theory data (the ωB97M-V functional and the def2-TZVPD basis) for a structure of composition C45H41BrKN7O7.

Last column: Löwdin charge in e.
Positions of all 102 atoms, in Å:
K 1.205694 0.195516 0.669385  0.7947
O 4.547344 -2.680118 -2.883592  -0.0102
C 4.342107 -1.459540 -3.387352  -0.3100
C 5.369573 -0.517034 -3.429591  -0.0369
C 5.120206 0.767339 -3.897669  -0.1155
C 3.856468 1.121831 -4.352071  -0.1234
C 2.844685 0.160134 -4.363943  -0.0572
C 3.072720 -1.124482 -3.905717  -0.0971
C 2.084630 -2.290103 -4.006548  -0.4386
O 2.175158 -3.138035 -2.967170  -0.1858
N 0.687632 -1.816394 -4.297124  -0.0089
N -0.202351 -1.739624 -3.327793  0.0381
C -1.442609 -1.890945 -3.596855  -0.2338
C -2.479137 -1.918303 -2.580539  -0.6197
Br -1.996105 -1.246426 -0.899151  0.9461
C -3.697032 -2.408721 -2.861501  -0.1205
C -4.909859 -2.672783 -2.067755  -0.2120
C -6.051498 -3.067069 -2.779403  -0.0645
C -7.244959 -3.372782 -2.146130  -0.1116
C -7.337231 -3.299885 -0.761887  -0.1183
C -6.217244 -2.918742 -0.037084  -0.0927
C -5.022009 -2.608784 -0.671482  -0.0528
H 3.552453 -3.064991 -2.808549  0.0413
H 6.346628 -0.799127 -3.052213  0.1040
H 5.916183 1.504140 -3.885462  0.0899
H 3.658600 2.130906 -4.691788  0.0806
H 1.857853 0.414577 -4.732951  0.0941
H 2.311461 -2.777205 -4.985685  0.1354
H 0.342333 -2.058906 -5.218788  0.1157
H -1.767329 -2.130243 -4.615398  0.1101
H -3.806441 -2.698720 -3.904166  0.0955
H -5.994217 -3.123110 -3.861387  0.1010
H -8.104389 -3.671600 -2.734470  0.0904
H -8.264262 -3.544555 -0.258082  0.0888
H -6.268143 -2.864432 1.044466  0.0993
H -4.171438 -2.325148 -0.075343  0.0363
C -1.678569 -2.922810 3.836156  -0.0539
C -0.801303 -2.523876 2.685731  -0.3006
N -0.231990 -1.388041 2.573806  0.0216
N -0.297460 -0.475128 3.579455  0.0424
C -0.242525 0.793745 3.175454  -0.5112
O -0.488315 1.237779 2.029984  -0.1558
C 0.101070 1.759585 4.285424  -0.1249
C -0.144214 1.485862 5.627754  -0.0403
C 0.222916 2.397254 6.608695  -0.1073
C 0.845765 3.590798 6.260723  -0.1238
C 1.095903 3.866638 4.923123  -0.0958
C 0.718696 2.958178 3.942731  -0.0220
C -0.626011 -3.426509 1.511065  -0.2656
C -1.422302 -4.559818 1.348585  -0.0522
C -1.340885 -5.281872 0.165701  -0.0968
C -0.450324 -4.880129 -0.814591  -0.0734
C 0.354439 -3.777325 -0.543692  -0.1458
N 0.273610 -3.073265 0.579787  0.0987
H -1.554544 -2.186539 4.627235  0.0512
H -1.420579 -3.914795 4.218248  0.0690
H -2.733611 -2.937165 3.541806  0.0731
H -0.621084 0.549782 5.885345  0.0977
H 0.030539 2.172342 7.651674  0.0871
H 1.137737 4.298324 7.027862  0.0844
H 1.596675 4.786246 4.642678  0.0921
H 0.913076 3.148871 2.893858  0.1038
H -2.122705 -4.853069 2.120583  0.0896
H -1.978612 -6.145102 0.011317  0.0916
H -0.376832 -5.395414 -1.762883  0.0967
H 1.082038 -3.428675 -1.275450  0.0794
C 5.216926 -1.808011 0.308584  -0.0129
C 4.392103 -0.564444 0.602234  -0.3811
O 3.312862 -0.710800 1.161373  -0.0855
C 4.930147 0.745101 0.202792  -0.0967
C 6.306119 0.880529 -0.045483  -0.0800
C 6.885286 2.075237 -0.409041  -0.1460
C 6.047825 3.196864 -0.568164  -0.1341
C 4.698951 3.105974 -0.359201  -0.0380
C 4.053169 1.882595 0.045264  -0.3915
O 2.800373 1.841680 0.218590  -0.2040
H 4.581036 -2.674876 0.474097  0.0847
H 6.080033 -1.865781 0.977034  0.0751
H 5.571300 -1.802248 -0.724267  0.0610
H 6.947442 0.015503 0.081273  0.0954
H 7.951616 2.146605 -0.580073  0.0723
H 6.480166 4.144224 -0.874901  0.0829
H 4.053033 3.967609 -0.490790  0.0932
O -4.495642 6.159057 -0.023106  -0.0461
C -4.955974 4.813757 0.003922  -0.2603
N -4.928684 4.206799 1.308228  0.0838
C -3.766914 3.883187 1.990677  -0.4422
O -3.749187 3.865324 3.202832  0.0875
C -2.580422 3.563215 1.140712  -0.1538
C -1.394391 4.263355 1.299778  -0.0233
C -0.332695 3.965884 0.467848  -0.0533
C -0.502308 2.992302 -0.506853  -0.1348
N -1.633532 2.304442 -0.661592  0.0869
C -2.633418 2.570185 0.170231  -0.1183
H -3.543374 6.142227 0.132233  0.0777
H -4.382613 4.205670 -0.689583  0.1125
H -5.990223 4.851958 -0.327535  0.1212
H -5.661341 4.491856 1.941721  0.1349
H -1.312673 5.017854 2.074149  0.1240
H 0.620880 4.469750 0.562896  0.1106
H 0.305093 2.754433 -1.193122  0.1143
H -3.527055 1.960492 0.059884  0.1225

Cartesian forces, eV/Å:
K -1.116 -1.005 -0.699
O 0.342 0.079 -0.054
C 0.023 0.007 -0.099
C -0.048 0.094 0.094
C -0.044 0.002 -0.025
C 0.031 -0.134 0.011
C 0.098 0.024 0.012
C -0.049 -0.054 0.104
C -0.123 0.192 -0.086
O -0.136 0.014 -0.262
N 0.082 0.158 0.049
N 0.116 -0.099 0.220
C 0.093 -0.017 -0.212
C -0.174 0.049 0.169
Br 0.057 0.144 0.148
C -0.214 -0.096 0.000
C 0.149 0.094 -0.040
C -0.066 0.029 -0.044
C 0.036 0.012 0.024
C 0.038 -0.011 -0.067
C 0.010 0.006 -0.003
C -0.010 -0.014 -0.036
H -0.102 -0.117 0.071
H -0.031 0.044 0.015
H -0.010 -0.019 0.038
H -0.009 0.010 0.015
H -0.022 -0.007 0.002
H 0.086 -0.058 -0.042
H -0.138 -0.207 0.015
H -0.048 -0.006 -0.043
H -0.020 -0.056 -0.005
H 0.004 -0.028 0.017
H 0.000 0.003 -0.011
H 0.002 0.013 0.002
H 0.023 0.009 -0.029
H 0.042 -0.017 0.022
C 0.044 -0.021 0.072
C 0.112 -0.090 -0.246
N -0.189 0.798 -0.251
N 0.225 -0.122 0.429
C -0.652 -0.520 0.237
O -0.172 0.416 0.537
C -0.022 0.037 -0.158
C 0.019 0.024 0.049
C -0.003 0.000 -0.057
C -0.013 -0.035 -0.014
C -0.014 -0.046 -0.023
C 0.000 0.040 -0.002
C 0.064 -0.022 -0.039
C -0.108 -0.014 0.024
C 0.022 -0.008 -0.045
C -0.142 -0.051 0.182
C 0.233 0.162 -0.011
N -0.095 -0.051 0.163
H -0.009 0.003 0.021
H -0.028 0.007 -0.027
H 0.031 -0.028 0.004
H 0.031 -0.008 -0.013
H -0.023 0.009 0.002
H 0.005 0.005 0.012
H -0.006 0.001 -0.001
H 0.005 -0.002 0.033
H -0.012 0.022 -0.015
H -0.025 -0.009 0.010
H 0.069 0.017 -0.007
H -0.090 -0.082 -0.019
C 0.006 0.094 -0.079
C 0.190 -0.064 0.101
O 1.012 -0.315 0.122
C -0.006 -0.007 -0.049
C -0.108 -0.028 0.058
C -0.075 0.122 -0.037
C 0.045 -0.150 -0.011
C 0.029 -0.004 0.037
C -0.053 0.065 0.032
O 0.767 0.825 -0.294
H 0.013 0.009 -0.023
H 0.004 0.025 0.011
H -0.031 -0.087 0.093
H -0.041 -0.030 -0.048
H 0.021 0.007 0.001
H 0.000 0.043 0.007
H 0.000 -0.009 -0.006
O -0.020 -0.069 0.062
C 0.049 0.038 0.039
N -0.048 0.006 -0.019
C 0.019 -0.063 0.001
O 0.012 0.058 -0.004
C -0.096 0.019 -0.011
C 0.032 0.069 0.068
C 0.099 0.079 -0.076
C -0.140 -0.002 -0.057
N 0.083 0.003 0.070
C 0.053 0.005 -0.144
H 0.005 -0.011 -0.032
H 0.041 -0.046 -0.043
H -0.039 -0.008 -0.022
H 0.012 0.030 0.037
H 0.018 -0.044 0.022
H -0.010 -0.063 0.014
H 0.014 0.000 0.088
H 0.014 0.034 -0.024

The charge is -2. The largest force on an atom is 1.7 eV Å⁻¹. The gap between HOMO and LUMO comes out at 6.05 eV. The calculation puts the total energy at -5823.38914 Eh. The energy above the lowest of the compared OMol25 structures with the same formula, charge and spin is 38.2 kcal/mol. For the highest occupied orbital energy, the calculation gives -2.28 eV.